{"formula": "C33H46BrN4OSi3Y", "method": "ωB97M-V with the def2-TZVPD basis set", "energy_ha": -5060.4373, "multiplicity": 1, "molar_mass_g_mol": 767.826, "homo_ev": -6.458, "homo_lumo_gap_ha": 0.233, "symbols": ["Y", "C", "Si", "C", "C", "N", "C", "C", "C", "C", "C", "C", "O", "C", "C", "C", "C", "C", "C", "H", "H", "H", "H", "H", "H", "H", "H", "H", "H", "H", "H", "H", "H", "H", "H", "H", "H", "C", "Si", "C", "C", "N", "C", "C", "C", "C", "C", "C", "N", "Si", "C", "C", "C", "H", "H", "H", "H", "H", "H", "H", "H", "H", "H", "H", "H", "H", "H", "H", "H", "H", "H", "H", "H", "H", "H", "C", "C", "C", "C", "C", "Br", "N", "C", "H", "H", "H", "H", "H", "H"], "xyz": [[-0.043, -0.101, -0.448], [3.754, 3.054, -0.412], [1.934, 2.760, -0.739], [1.676, 2.132, -2.504], [1.128, 4.440, -0.550], [1.188, 1.588, 0.264], [1.034, 1.872, 1.628], [2.095, 1.866, 2.536], [1.912, 2.191, 3.875], [0.652, 2.533, 4.338], [-0.430, 2.539, 3.464], [-0.237, 2.199, 2.138], [-1.259, 2.152, 1.192], [-2.438, 2.839, 1.451], [-2.642, 4.030, 0.779], [-3.845, 4.703, 0.927], [-4.838, 4.188, 1.750], [-4.617, 2.997, 2.427], [-3.415, 2.315, 2.281], [4.187, 3.656, -1.218], [4.326, 2.127, -0.334], [3.881, 3.612, 0.521], [2.627, 1.921, -2.999], [1.141, 2.869, -3.107], [1.097, 1.202, -2.558], [1.690, 5.209, -1.088], [1.099, 4.727, 0.507], [0.103, 4.443, -0.929], [3.081, 1.613, 2.162], [2.757, 2.184, 4.551], [0.501, 2.801, 5.376], [-1.410, 2.822, 3.821], [-1.861, 4.412, 0.135], [-4.007, 5.631, 0.394], [-5.778, 4.711, 1.863], [-5.384, 2.589, 3.074], [-3.243, 1.388, 2.811], [-3.140, 1.443, -1.528], [-3.219, -0.388, -2.001], [-3.658, -0.507, -3.830], [-4.624, -1.174, -1.018], [-1.656, -1.014, -1.630], [-1.254, -2.280, -2.118], [-2.159, -3.179, -2.690], [-1.764, -4.377, -3.272], [-0.422, -4.704, -3.289], [0.493, -3.845, -2.692], [0.123, -2.644, -2.077], [1.052, -1.796, -1.428], [2.745, -2.095, -1.535], [3.642, -0.673, -0.678], [3.414, -2.158, -3.291], [3.312, -3.687, -0.694], [-3.505, 2.067, -2.348], [-2.122, 1.787, -1.307], [-3.756, 1.666, -0.652], [-4.419, -1.268, -4.017], [-2.776, -0.773, -4.419], [-4.041, 0.446, -4.203], [-5.147, -1.930, -1.610], [-5.359, -0.420, -0.721], [-4.259, -1.666, -0.113], [-3.216, -2.930, -2.677], [-2.502, -5.037, -3.711], [-0.080, -5.619, -3.755], [1.541, -4.118, -2.707], [3.966, 0.057, -1.426], [4.543, -1.036, -0.173], [3.038, -0.126, 0.049], [4.410, -1.707, -3.333], [2.764, -1.607, -3.975], [3.496, -3.182, -3.664], [4.402, -3.679, -0.588], [3.043, -4.571, -1.276], [2.872, -3.815, 0.300], [3.234, -3.434, 3.474], [1.881, -2.883, 3.117], [0.734, -3.208, 3.832], [-0.487, -2.659, 3.481], [-0.494, -1.796, 2.405], [-2.102, -0.979, 1.825], [0.565, -1.475, 1.692], [1.734, -2.012, 2.052], [3.144, -4.412, 3.946], [3.748, -2.770, 4.172], [3.863, -3.536, 2.589], [0.792, -3.897, 4.667], [-1.397, -2.889, 4.013], [2.588, -1.728, 1.451]], "lowdin_charge": [1.41, -0.18, 0.36, -0.16, -0.17, -0.25, -0.34, -0.04, -0.10, -0.09, -0.01, -0.22, -0.09, -0.31, 0.00, -0.07, -0.09, -0.07, -0.05, 0.03, 0.01, 0.03, 0.03, 0.03, -0.01, 0.03, 0.04, 0.01, 0.11, 0.10, 0.10, 0.11, 0.11, 0.11, 0.10, 0.11, 0.07, -0.16, 0.37, -0.17, -0.18, -0.26, -0.33, -0.07, -0.11, -0.11, -0.07, -0.32, -0.21, 0.36, -0.19, -0.17, -0.17, 0.03, 0.00, 0.02, 0.02, 0.03, 0.02, 0.02, 0.03, -0.01, 0.08, 0.09, 0.09, 0.06, 0.02, 0.04, -0.02, 0.03, 0.03, 0.02, 0.03, 0.02, 0.01, -0.03, -0.23, 0.00, -0.08, -0.68, 0.94, -0.01, -0.07, 0.08, 0.09, 0.08, 0.13, 0.11, 0.10]}